#1
The following is a quantum chemistry calculation of the molecule CH3N3O3, from the Open Molecules 2025 dataset.

Structure (XYZ):
```
10
Properties=species:S:1:pos:R:3:mulliken_charge:R:1
H -2.47589 0.75157 0.78195 0.2621
H 0.39434 -1.32139 -0.62786 0.2941
N 1.85641 0.08075 0.05762 1.1734
O 1.94129 1.25588 0.19486 -0.5841
O 2.69213 -0.74966 0.21607 -0.5946
H -0.57912 1.20192 -0.70967 0.2872
C -1.77676 -0.12338 0.33943 0.1501
O -2.09860 -1.24394 0.21354 -0.4572
N 0.66451 -0.35606 -0.48352 -0.3608
N -0.61832 0.50433 0.01758 -0.1701
```

Summary:
SMILES string	O=CNN[N+](=O)[O-]
E_HOMO	-10.9	eV
frontier orbital gap	11.25	eV

---

#2
The following is a quantum chemistry calculation of a cluster of 2 separate species, CH3N3O3 in total, from the Open Molecules 2025 dataset.

Structure (XYZ):
```
10
Properties=species:S:1:pos:R:3:mulliken_charge:R:1
O -0.83038 0.98316 -1.95424 -0.7666
N 0.34185 1.03014 -1.96761 1.0243
H -1.52760 -0.19515 -0.47257 0.3454
O 0.69596 -0.40773 0.24110 -0.5124
H 1.44190 1.38227 -0.36665 0.3558
H -0.26109 -1.31636 1.82522 0.2852
C -0.29497 -0.86026 0.74190 0.2436
N 1.41953 0.55504 -2.27979 -0.2972
O -1.54119 -0.70811 0.33103 -0.3923
N 1.38321 1.76890 -1.42907 -0.2857
```

Summary:
SMILES string	[O-][N+]1=NN1.O=CO
E_HOMO	-10.2	eV
frontier orbital gap	10.77	eV

---

Energy ordering: #1 at the bottom, the next structure 7.4 kcal/mol above.

---

#1
The following is a quantum chemistry calculation of a cluster of 2 separate species, C3H13N3O in total, from the Open Molecules 2025 dataset.

Structure (XYZ):
```
20
Properties=species:S:1:pos:R:3:mulliken_charge:R:1
O -0.69709 2.73970 0.10468 -0.6209
N 0.62482 -0.13300 0.00479 -0.3668
C -0.12684 -1.33069 0.32059 -0.7381
H -1.24687 -0.74580 2.02107 0.3330
H 1.99507 1.71895 -0.53033 0.2417
H -2.24523 -0.56882 -0.73168 0.1939
H -0.22982 -1.92113 -0.61602 0.3922
H 0.58058 -2.00731 0.81597 0.4074
N -2.31468 -0.25292 0.23124 -0.5185
H -1.86675 -2.13716 1.04749 0.3648
H 3.25303 1.07234 -1.30806 0.2455
H 1.60984 -0.90828 -1.64849 0.2732
C 1.83910 -0.27257 -0.77290 -0.4162
H -0.63016 1.92635 0.60785 0.3152
H -0.84818 3.37791 0.78859 0.2971
H -3.26816 -0.33340 0.54559 0.2263
C -1.43979 -1.12763 1.02102 -0.5920
N 2.24277 1.04947 -1.23814 -0.6157
H 0.14289 0.60870 -0.48304 0.2638
H 2.62548 -0.75470 -0.18021 0.3142
```

Summary:
SMILES string	NCCNCN.O
E_HOMO	-8.7	eV
frontier orbital gap	9.69	eV

---

#2
The following is a quantum chemistry calculation of a cluster of 2 separate species, C3H13N3O in total, from the Open Molecules 2025 dataset.

Structure (XYZ):
```
20
Properties=species:S:1:pos:R:3:mulliken_charge:R:1
H -0.59444 -1.68614 -0.62021 0.3130
N 1.40727 2.14443 -1.00576 -0.5697
H 1.77108 1.84375 0.99956 0.3251
C -0.26231 -1.97929 0.37525 -0.5439
H -2.90027 0.80875 -0.91068 0.3189
H 1.74727 -1.29739 0.44007 0.3785
H -1.98922 -2.70198 1.31731 0.2164
N 0.49014 0.34405 0.19701 -0.1959
H -1.45933 1.13221 -1.26168 0.3167
O -2.31026 0.91452 -1.66597 -0.6661
H 1.33348 1.60595 -1.86008 0.2168
C 0.78381 -0.94739 0.81165 -0.6844
C 1.64876 1.22468 0.10269 -0.5710
H -1.15147 -1.74878 2.23152 0.1981
H 0.18176 -2.97863 0.30394 0.2952
H 2.53250 0.59705 -0.02490 0.3204
H -0.29671 0.79273 0.64573 0.3091
H 2.16060 2.79963 -1.14115 0.2213
H 0.85454 -0.90672 1.90461 0.3460
N -1.42733 -1.88238 1.26268 -0.5443
```

Summary:
SMILES string	NCCNCN.O
E_HOMO	-9.0	eV
frontier orbital gap	10.06	eV

---

#3
The following is a quantum chemistry calculation of a cluster of 2 separate species, C3H13N3O in total, from the Open Molecules 2025 dataset.

Structure (XYZ):
```
20
Properties=species:S:1:pos:R:3:mulliken_charge:R:1
O 0.56178 -2.61525 -0.94445 -0.7066
H 0.03492 1.39315 -1.20602 0.3805
H 0.08197 -0.44014 1.13986 0.2150
H -2.95343 -0.16632 1.25245 0.2411
C -0.36048 1.04662 -0.28421 -0.5320
H 1.93157 1.19116 1.23457 0.3213
N -2.87111 0.73575 0.61594 -0.5823
H -0.29275 1.97321 0.40381 0.3167
H -0.19207 -2.46897 -1.66047 0.3336
H 2.38734 -1.32626 1.42021 0.2967
H 0.61330 -1.67107 -0.71040 0.3560
C 1.80676 0.40250 0.40984 -0.5528
C -1.87201 0.62605 -0.55145 -0.7005
N 2.84923 -0.72460 0.60007 -0.6933
H 2.68596 -1.35663 -0.25441 0.3104
N 0.46546 -0.08034 0.26546 -0.2498
H -2.60980 1.68675 1.09465 0.2366
H 2.02604 0.77007 -0.60220 0.3684
H -1.96984 -0.34955 -0.96575 0.3473
H -2.32283 1.37387 -1.25749 0.2937
```

Summary:
SMILES string	NCCNCN.O
E_HOMO	-9.4	eV
frontier orbital gap	10.22	eV

---

#4
The following is a quantum chemistry calculation of a cluster of 2 separate species, C3H13N3O in total, from the Open Molecules 2025 dataset.

Structure (XYZ):
```
20
Properties=species:S:1:pos:R:3:mulliken_charge:R:1
H -0.74201 0.87266 0.83283 0.4281
C 0.10868 0.92401 0.13873 -0.5707
C 1.16484 1.84393 0.69115 -0.5058
H -2.42471 -0.67478 -2.87678 0.3092
H -0.23558 -1.54823 -1.47361 0.2570
H -1.97470 0.67680 -3.30412 0.3034
H 0.99487 0.99661 2.63282 0.1777
N 0.64946 -0.46620 0.07946 -0.4671
H -1.33959 -1.01053 -0.25261 0.3075
O -2.15664 0.17313 -2.49026 -0.6073
H -0.40449 -2.70364 1.27266 0.2221
C -0.34892 -1.43230 -0.40144 -0.4108
N -0.34330 -2.70874 0.27124 -0.5273
N 1.32553 1.79942 2.12976 -0.4955
H -0.17293 1.19243 -0.87055 0.2965
H 0.86358 2.85841 0.40979 0.3098
H 0.88595 -0.72542 1.02728 0.2518
H 2.09177 1.63490 0.16699 0.3080
H 0.42045 -3.25553 -0.09288 0.2317
H 2.20298 2.13991 2.48095 0.1816
```

Summary:
SMILES string	NCCNCN.O
E_HOMO	-8.4	eV
frontier orbital gap	9.16	eV

---

Energy ordering: #2 at the bottom, the next structure 5.4 kcal/mol above.

---

#1
The following is a quantum chemistry calculation of a cluster of 2 separate species, C3H10N3O in total, from the Open Molecules 2025 dataset.

Structure (XYZ):
```
17
Properties=species:S:1:pos:R:3:mulliken_charge:R:1
H 1.72460 -0.61690 1.28598 0.4134
H 0.64580 0.53543 -1.01305 0.2757
C 2.68530 0.93359 -0.65043 -0.8191
H 0.42496 -1.20150 0.23161 0.3743
H -3.46871 1.12835 -1.44090 0.3451
N -1.09332 -0.78090 0.17686 -0.4542
H -4.74188 -0.05220 -0.94212 0.2856
H 3.37070 0.14162 -1.07765 0.2911
H 2.91889 1.90756 -1.14085 0.3449
H -4.54190 1.44741 -0.16683 0.2787
N 1.39648 0.45994 -0.31063 -0.3470
H 3.19197 1.33610 0.29066 0.2790
C -4.07782 0.65325 -0.63270 -0.6220
N 1.37728 -0.84764 0.23942 -0.1640
O -3.28382 0.01038 0.39046 -0.2758
H 2.12228 -1.52760 -0.21163 0.4106
C -2.10550 -0.23307 0.16354 0.3838
```

Summary:
charge	+1
E_HOMO	-14.0	eV
frontier orbital gap	11.03	eV

---

#2
The following is a quantum chemistry calculation of a cluster of 2 separate species, C3H10N3O in total, from the Open Molecules 2025 dataset.

Structure (XYZ):
```
17
Properties=species:S:1:pos:R:3:mulliken_charge:R:1
H 0.42280 -2.13739 0.51383 0.3947
C -0.42782 -1.49583 0.45791 -1.4455
N -1.53195 0.42388 -0.45204 -0.4727
H -1.34134 -1.96008 0.43503 0.4289
H 0.06282 0.10015 -2.39131 0.2151
H -2.06880 0.59764 0.40837 0.2258
H 2.29518 1.50206 1.76675 0.2592
H -0.51958 -0.87084 1.39820 0.3412
H 0.56652 -1.49277 -2.12101 0.2500
C -0.55165 -0.46373 -0.56494 0.9375
C 0.89670 0.95868 0.47651 0.1696
N 0.01036 -0.66517 -1.72853 -0.4355
O 0.36529 2.13987 0.59900 -0.4828
H -0.18535 2.23697 -0.28365 0.4132
H -1.99192 0.74162 -1.31531 0.2566
N 1.87714 0.66894 1.29476 -0.2915
H 2.12159 -0.28398 1.50644 0.2362
```

Summary:
charge	+1
E_HOMO	-12.6	eV
frontier orbital gap	9.41	eV

---

Energy ordering: #2 at the bottom, the next structure 45.6 kcal/mol above.